Entry 1:
{
  "formula": "C25H55O3SSi",
  "method": "ωB97M-V with the def2-TZVPD basis set",
  "species": ["C", "C", "C", "C", "C", "C", "C", "C", "C", "C", "C", "C", "S", "C", "C", "O", "Si", "C", "C", "C", "H", "H", "H", "H", "H", "H", "H", "H", "H", "H", "H", "H", "H", "H", "H", "H", "H", "H", "H", "H", "H", "H", "H", "H", "H", "H", "H", "H", "H", "H", "H", "H", "H", "H", "H", "H", "H", "H", "H", "C", "C", "C", "O", "C", "H", "H", "H", "H", "H", "H", "H", "H", "C", "C", "C", "O", "C", "H", "H", "H", "H", "H", "H", "H", "H"],
  "coordinates": [[1.226, -0.915, -0.062], [0.806, -0.995, -1.531], [-0.575, -1.654, -1.718], [-1.593, -0.886, -2.579], [-1.677, 0.632, -2.347], [-1.781, 1.069, -0.879], [-3.082, 0.648, -0.166], [-2.931, 0.185, 1.304], [-3.693, 1.089, 2.283], [-3.080, 2.495, 2.470], [-2.177, 2.660, 3.703], [-0.816, 1.938, 3.737], [0.041, 1.908, 2.134], [1.581, 2.803, 2.414], [2.374, 2.890, 1.089], [2.423, 4.216, 0.657], [1.729, 4.691, -0.803], [2.246, 6.447, -1.071], [-0.134, 4.544, -0.656], [2.318, 3.587, -2.183], [1.648, -1.855, 0.299], [1.962, -0.126, 0.113], [0.347, -0.733, 0.570], [0.825, 0.000, -1.981], [1.561, -1.579, -2.067], [-0.436, -2.630, -2.192], [-1.013, -1.870, -0.733], [-2.577, -1.330, -2.392], [-1.392, -1.075, -3.638], [-2.534, 1.032, -2.901], [-0.796, 1.112, -2.788], [-1.695, 2.163, -0.835], [-0.917, 0.675, -0.333], [-3.567, -0.148, -0.734], [-3.777, 1.495, -0.196], [-1.865, 0.130, 1.572], [-3.295, -0.841, 1.415], [-3.793, 0.603, 3.261], [-4.709, 1.199, 1.893], [-2.562, 2.795, 1.550], [-3.884, 3.224, 2.598], [-2.728, 2.251, 4.557], [-2.018, 3.717, 3.929], [-0.898, 0.904, 4.069], [-0.122, 2.436, 4.418], [0.550, 0.661, 2.178], [2.135, 2.312, 3.216], [1.291, 3.806, 2.731], [1.921, 2.230, 0.335], [3.387, 2.514, 1.264], [1.833, 6.799, -2.022], [3.334, 6.537, -1.125], [1.882, 7.105, -0.277], [-0.565, 5.472, -0.266], [-0.571, 4.355, -1.642], [-0.450, 3.721, -0.006], [3.399, 3.646, -2.333], [1.824, 3.925, -3.101], [2.046, 2.533, -2.050], [0.121, -5.964, -5.904], [1.104, -5.687, -4.767], [0.740, -4.255, -4.402], [-0.656, -4.113, -4.659], [-1.124, -5.235, -5.415], [-0.057, -7.024, -6.078], [0.482, -5.520, -6.834], [0.908, -6.356, -3.927], [2.149, -5.794, -5.054], [1.295, -3.537, -5.017], [0.926, -4.022, -3.351], [-1.730, -5.876, -4.767], [-1.754, -4.868, -6.225], [2.260, -3.359, 4.781], [0.796, -2.937, 4.883], [0.750, -1.780, 3.893], [1.703, -2.071, 2.880], [2.530, -3.171, 3.295], [2.439, -4.380, 5.111], [2.892, -2.693, 5.372], [0.144, -3.745, 4.548], [0.492, -2.646, 5.887], [1.019, -0.834, 4.385], [-0.234, -1.669, 3.421], [2.251, -4.060, 2.722], [3.567, -2.924, 3.071]],
  "mol_weight_g_mol": 463.86,
  "lumo_ev": -2.632,
  "homo_ha": -0.407,
  "orbital_gap_ev": 8.432,
  "charge": 1
}

=====

Entry 2:
{
  "formula": "C19H20N2",
  "method": "ωB97M-V with the def2-TZVPD basis set",
  "species": ["C", "C", "C", "C", "C", "C", "C", "C", "C", "C", "C", "C", "C", "C", "C", "H", "H", "H", "H", "H", "H", "H", "H", "H", "H", "H", "H", "H", "H", "H", "C", "C", "C", "N", "C", "N", "H", "H", "H", "H", "H"],
  "coordinates": [[-5.331, -1.084, 3.132], [-4.004, -0.472, 2.731], [-3.783, 0.894, 2.937], [-2.537, 1.469, 2.659], [-1.453, 0.675, 2.310], [-0.141, 1.437, 2.099], [1.145, 0.695, 2.424], [2.289, 1.393, 2.059], [3.554, 0.827, 2.237], [3.673, -0.433, 2.864], [5.023, -1.040, 3.127], [2.524, -1.097, 3.339], [1.255, -0.556, 3.064], [-1.649, -0.699, 2.104], [-2.918, -1.260, 2.299], [-5.243, -2.174, 3.279], [-5.713, -0.592, 4.046], [-6.089, -0.927, 2.366], [-4.606, 1.486, 3.378], [-2.418, 2.546, 2.700], [-0.168, 2.481, 2.647], [2.204, 2.374, 1.543], [4.465, 1.392, 1.936], [4.890, -2.125, 3.115], [5.688, -0.778, 2.299], [5.526, -0.744, 4.068], [2.647, -2.012, 3.938], [0.362, -1.127, 3.331], [-0.830, -1.335, 1.745], [-3.041, -2.350, 2.213], [1.099, 1.688, -3.075], [0.457, 1.744, -1.743], [0.928, 1.289, -0.502], [0.014, 1.664, 0.467], [-0.979, 2.322, -0.231], [-0.757, 2.364, -1.545], [2.050, 1.138, -2.925], [0.496, 1.181, -3.850], [1.337, 2.707, -3.442], [1.889, 0.824, -0.326], [-1.825, 2.787, 0.260]],
  "mol_weight_g_mol": 276.38,
  "lumo_ev": 0.750,
  "homo_ha": -0.292,
  "smiles": "Cc1ccc(C(c2ccc(C)cc2)n2cnc(C)c2)cc1",
  "orbital_gap_ev": 8.702
}

=====

Entry 3:
{
  "formula": "C3H6N2OS",
  "method": "ωB97M-V with the def2-TZVPD basis set",
  "species": ["C", "C", "C", "H", "H", "H", "H", "H", "H", "N", "N", "O", "S"],
  "coordinates": [[2.159, 0.264, 1.202], [-0.129, 0.994, -0.965], [-0.070, -0.748, 1.094], [1.988, 1.346, 1.347], [2.228, -0.202, 2.183], [3.112, 0.160, 0.673], [-0.059, 1.436, -1.994], [-0.102, 1.755, -0.199], [0.107, -1.134, 2.099], [1.111, -0.393, 0.459], [-1.276, -0.720, 0.666], [1.012, 0.148, -0.837], [-1.624, 0.012, -0.830]],
  "mol_weight_g_mol": 118.16,
  "lumo_ev": 0.832,
  "homo_ha": -0.304,
  "smiles": "CN1C=NSCO1",
  "orbital_gap_ev": 9.095
}

=====

Entry 4:
{
  "formula": "C44H44NP2S2SiV",
  "method": "ωB97M-V with the def2-TZVPD basis set",
  "species": ["V", "S", "P", "C", "P", "S", "C", "C", "C", "C", "C", "C", "C", "C", "C", "C", "C", "C", "C", "C", "C", "C", "C", "C", "C", "C", "C", "C", "C", "C", "H", "H", "H", "H", "H", "H", "H", "H", "H", "H", "H", "H", "H", "H", "H", "H", "H", "H", "H", "H", "C", "Si", "C", "N", "C", "C", "C", "C", "C", "C", "C", "C", "C", "C", "C", "C", "C", "C", "C", "C", "C", "H", "H", "H", "H", "H", "H", "H", "H", "H", "H", "H", "H", "H", "H", "H", "H", "H", "H", "H", "H", "H", "H", "H", "H"],
  "coordinates": [[0.577, -0.165, 0.142], [-0.650, -1.404, 1.702], [-0.685, 0.410, 2.654], [-0.261, 1.318, 1.233], [1.015, 2.489, 1.163], [2.344, 1.302, 0.134], [1.730, 3.168, 2.649], [3.000, 2.819, 3.096], [3.488, 3.394, 4.262], [2.711, 4.299, 4.972], [1.442, 4.649, 4.521], [0.950, 4.088, 3.355], [0.572, 3.852, 0.099], [1.559, 4.789, -0.216], [1.264, 5.814, -1.098], [-0.009, 5.907, -1.654], [-0.991, 4.982, -1.328], [-0.704, 3.946, -0.449], [0.506, 0.349, 4.006], [0.161, 0.796, 5.281], [1.091, 0.728, 6.310], [2.355, 0.210, 6.076], [2.702, -0.242, 4.807], [1.783, -0.171, 3.775], [-2.281, 0.779, 3.345], [-3.233, -0.221, 3.505], [-4.440, 0.084, 4.119], [-4.688, 1.375, 4.563], [-3.737, 2.376, 4.396], [-2.529, 2.082, 3.786], [3.600, 2.107, 2.545], [4.478, 3.134, 4.617], [3.099, 4.744, 5.880], [0.847, 5.368, 5.070], [-0.023, 4.388, 2.976], [2.547, 4.720, 0.227], [2.020, 6.547, -1.345], [-0.237, 6.712, -2.340], [-1.985, 5.073, -1.749], [-1.465, 3.223, -0.177], [-0.829, 1.182, 5.479], [0.819, 1.071, 7.300], [3.070, 0.148, 6.886], [3.687, -0.659, 4.626], [2.053, -0.536, 2.794], [-3.039, -1.228, 3.156], [-5.188, -0.689, 4.248], [-5.632, 1.607, 5.041], [-3.939, 3.383, 4.742], [-1.783, 2.859, 3.650], [2.020, -1.628, 0.296], [2.094, -1.991, -1.583], [0.245, -1.748, -2.079], [-0.376, -0.463, -1.579], [-1.884, -0.562, -1.459], [-2.538, -0.849, -2.812], [-1.856, -0.098, -3.970], [-1.120, 1.129, -3.443], [-0.034, 0.758, -2.425], [3.211, -0.867, -2.527], [2.993, -0.634, -3.889], [3.878, 0.133, -4.631], [5.003, 0.677, -4.021], [5.248, 0.439, -2.674], [4.360, -0.331, -1.936], [2.573, -3.759, -1.761], [3.775, -4.090, -2.392], [4.175, -5.418, -2.480], [3.380, -6.420, -1.943], [2.181, -6.103, -1.314], [1.781, -4.780, -1.220], [2.985, -1.362, 0.723], [1.632, -2.505, 0.815], [-0.309, -2.578, -1.632], [0.132, -1.835, -3.160], [-2.225, 0.384, -1.047], [-2.124, -1.338, -0.743], [-3.578, -0.534, -2.721], [-2.555, -1.921, -3.005], [-2.596, 0.203, -4.708], [-1.156, -0.750, -4.497], [-1.835, 1.818, -2.987], [-0.632, 1.671, -4.252], [0.103, 1.609, -1.757], [0.915, 0.571, -2.914], [2.131, -1.071, -4.390], [3.700, 0.298, -5.686], [5.697, 1.272, -4.601], [6.134, 0.846, -2.203], [4.582, -0.529, -0.889], [4.399, -3.312, -2.822], [5.105, -5.668, -2.974], [3.694, -7.453, -2.012], [1.560, -6.888, -0.899], [0.843, -4.548, -0.719]],
  "mol_weight_g_mol": 791.96,
  "lumo_ev": -7.039,
  "homo_ha": -0.497,
  "orbital_gap_ev": 6.498,
  "charge": 2
}

=====

Entry 5:
{
  "formula": "C41H40N12O2Sr",
  "method": "ωB97M-V with the def2-TZVPD basis set",
  "species": ["Sr", "C", "C", "N", "C", "C", "N", "C", "C", "C", "C", "C", "N", "C", "C", "N", "C", "C", "N", "C", "C", "C", "N", "C", "C", "H", "H", "H", "H", "H", "H", "H", "H", "H", "H", "H", "H", "C", "N", "C", "C", "C", "C", "C", "C", "C", "C", "H", "H", "H", "H", "H", "H", "H", "H", "H", "H", "H", "H", "O", "N", "O", "C", "C", "C", "C", "C", "C", "N", "C", "C", "N", "C", "C", "C", "C", "H", "H", "H", "H", "H", "H", "H", "N", "C", "C", "N", "H", "H", "H", "H", "H", "H", "H", "H", "H"],
  "coordinates": [[-0.558, 0.555, 1.454], [3.779, -1.162, 2.874], [2.396, -1.158, 3.057], [1.579, -1.384, 2.037], [2.112, -1.731, 0.864], [3.489, -1.688, 0.678], [4.317, -1.353, 1.671], [1.154, -2.137, -0.206], [1.527, -3.013, -1.214], [0.564, -3.438, -2.127], [-0.734, -2.971, -1.959], [-1.022, -2.081, -0.932], [-0.085, -1.658, -0.082], [-2.405, -1.571, -0.702], [-3.444, -1.772, -1.608], [-4.685, -1.373, -1.363], [-4.909, -0.785, -0.195], [-3.876, -0.540, 0.699], [-2.627, -0.909, 0.437], [0.904, -4.372, -3.223], [2.098, -4.243, -3.922], [2.369, -5.132, -4.952], [1.547, -6.116, -5.302], [0.410, -6.242, -4.625], [0.040, -5.398, -3.587], [4.449, -0.950, 3.698], [1.948, -0.931, 4.018], [3.937, -1.893, -0.288], [2.528, -3.421, -1.258], [-1.505, -3.309, -2.636], [-3.281, -2.254, -2.564], [-5.927, -0.492, 0.031], [-4.059, -0.030, 1.638], [2.802, -3.452, -3.692], [3.287, -5.049, -5.521], [-0.238, -7.058, -4.922], [-0.890, -5.567, -3.059], [0.080, 4.185, 2.046], [-0.310, 3.024, 2.844], [-1.333, 3.439, 3.817], [0.863, 2.533, 3.586], [0.597, 1.292, 4.425], [1.345, 1.158, 5.597], [1.196, 0.031, 6.392], [0.277, -0.943, 6.015], [-0.462, -0.780, 4.846], [-0.336, 0.331, 3.995], [0.456, 5.005, 2.672], [-0.771, 4.555, 1.474], [0.869, 3.907, 1.343], [-0.917, 4.159, 4.534], [-1.700, 2.572, 4.359], [-2.162, 3.932, 3.308], [1.259, 3.337, 4.226], [1.644, 2.332, 2.842], [2.033, 1.942, 5.904], [1.766, -0.074, 7.307], [0.133, -1.817, 6.638], [-1.166, -1.569, 4.594], [-2.985, 1.104, -6.303], [-3.795, 0.965, -5.409], [-4.953, 0.647, -5.544], [-3.331, 1.234, -4.031], [-4.213, 1.821, -3.208], [-3.830, 2.162, -1.874], [-4.728, 2.808, -1.006], [-4.325, 3.109, 0.266], [-3.031, 2.738, 0.650], [-2.165, 2.131, -0.140], [-2.544, 1.853, -1.407], [-1.601, 1.199, -2.305], [-0.374, 0.897, -1.826], [0.468, 0.294, -2.638], [0.173, -0.074, -3.951], [-1.066, 0.224, -4.450], [-1.992, 0.892, -3.626], [-5.213, 2.039, -3.559], [-5.722, 3.059, -1.356], [-4.977, 3.610, 0.967], [-2.691, 2.937, 1.660], [1.450, 0.047, -2.240], [0.911, -0.583, -4.557], [-1.327, -0.035, -5.464], [5.586, 1.039, 0.738], [4.388, 1.477, -0.067], [3.188, 1.715, 0.856], [1.889, 1.563, 0.212], [6.424, 0.972, 0.158], [5.394, 0.094, 1.155], [5.792, 1.695, 1.494], [4.188, 0.667, -0.767], [4.666, 2.364, -0.633], [3.248, 2.714, 1.290], [3.239, 1.015, 1.692], [1.879, 0.767, -0.416], [1.623, 2.371, -0.341]],
  "mol_weight_g_mol": 820.47,
  "lumo_ev": -5.890,
  "homo_ha": -0.430,
  "orbital_gap_ev": 5.813,
  "charge": 2
}